Entry 1:
Density functional theory data (ωB97M-V/def2-TZVPD) for a 2-piece molecular cluster, C3H11N2O overall in a non-equilibrium geometry.

Geometry as XYZ:
```
17
Properties=species:S:1:pos:R:3:forces:R:3
C 1.405275 1.430827 -0.187056 2.06 -1.13 -2.05
C 0.706486 0.087600 0.078153 0.16 3.05 -2.27
C 1.108771 -1.019416 -0.600408 0.39 -3.51 3.52
N 1.887030 -1.081168 -1.724170 3.75 0.37 -3.92
N -0.584148 0.344264 0.779501 -2.24 0.06 2.82
H 0.812473 2.317018 -0.465223 -0.09 -0.50 0.26
H 2.135014 1.704320 0.656921 -1.10 -0.53 -1.15
H 2.061864 1.135061 -1.167261 -1.33 1.12 2.40
H 1.271081 -2.059624 0.017510 -2.27 1.93 -1.23
H 2.993728 -1.033034 -1.739240 -3.32 -0.12 0.49
H 1.571626 -1.601122 -2.633900 0.39 1.14 2.95
H -0.920956 -0.413053 1.406072 0.44 -0.12 -0.42
H -0.525843 1.162959 1.473259 0.47 -1.23 -1.32
H -1.557955 0.566037 0.301094 2.39 -0.60 -0.08
H -4.338736 -0.356012 0.876007 0.07 0.23 0.82
H -3.559595 0.255686 2.169663 -0.99 -0.12 0.85
O -3.548259 0.060753 1.246706 1.20 -0.02 -1.68
```
Forces are in eV/Å.

Output
HOMO energy ... -12.962 eV
DFT total energy ... -305.2880 hartree
Energy above the lowest of the compared OMol25 structures with the same formula, charge and spin ... 432.56 kJ/mol
Total charge ... +1

***

Entry 2:
Density functional theory data (ωB97M-V/def2-TZVPD) for a 2-piece molecular cluster, C3H8N3 overall in a non-equilibrium geometry.

Geometry as XYZ:
```
14
Properties=species:S:1:pos:R:3:forces:R:3
C 2.541087 0.823232 -0.735400 -3.12 -5.74 4.28
C 1.511440 -1.047411 0.650986 -2.43 -2.00 2.74
C -1.600036 1.083532 0.625887 -2.28 8.50 5.16
N 2.072927 -0.050953 -0.084598 2.60 5.34 -4.56
N -1.169936 0.001738 0.097504 1.80 -7.42 -4.88
N -1.987474 -0.408386 -0.913454 1.00 0.65 1.30
H 3.063414 1.460989 -1.359198 0.79 1.28 -0.96
H 0.413066 -0.792881 0.952589 1.67 0.56 -0.13
H 1.143178 -1.939737 0.091060 1.41 0.47 -0.18
H -2.473036 1.638872 0.364998 -0.70 -0.10 -0.71
H 2.168027 -1.259213 1.544588 -0.76 -0.04 -1.09
H -1.124037 1.619171 1.506479 -0.09 -1.38 -1.20
H -1.690309 -1.097495 -1.549282 0.89 -1.08 -0.38
H -2.868312 -0.031452 -1.192157 -0.77 0.96 0.59
```
Forces are in eV/Å.

Output
HOMO energy (spin up / spin down) ... -8.955 / -14.111 eV
DFT total energy ... -282.8431 hartree
Energy above the lowest of the compared OMol25 structures with the same formula, charge and spin ... 338.41 kJ/mol
Total charge ... +1
Spin multiplicity ... 3